The following is a DFT calculation (ωB97M-V/def2-TZVPD) of 2 unconnected molecules or ions with the total composition C4H14N2O in a non-equilibrium geometry.

The LUMO energy is 1.04 eV. The multiplicity is 1. As for the total charge: 0. The HOMO energy comes out at -9.0 eV. Its structure (SMILES) is CC[C@H](N)CN.O. For the molar mass, the calculation gives 106.2 g mol⁻¹.

The geometry in XYZ format:
```
21
Properties=species:S:1:pos:R:3:forces:R:3
O -2.48288 1.99262 0.82556 -0.5 0.7 1.1
N 1.51737 0.42020 -2.36719 -0.1 0.2 -0.2
N -1.06043 -0.19643 -0.58544 0.5 0.7 0.6
C 1.25063 -0.63093 -1.41081 0.2 -0.5 1.4
C 0.63978 -0.73646 1.08836 1.0 -0.3 0.5
C -0.32229 -0.31260 2.18681 -0.9 0.3 -0.5
C 0.38482 -0.09045 -0.25210 -0.7 0.3 -1.1
H 0.60558 0.98029 -0.18800 0.1 0.0 0.2
H 0.69010 -1.47309 -1.81095 0.0 0.1 -0.6
H 0.70896 -1.82658 1.00847 -0.6 -0.2 -0.2
H 2.14787 -1.10335 -0.98491 0.2 0.2 0.0
H 2.09765 1.14576 -1.95247 -0.2 -0.2 0.1
H 1.67839 -0.52764 1.38492 -0.2 0.4 0.0
H -1.35453 -0.58697 1.93952 0.2 -0.4 0.1
H -1.42598 -1.02619 -0.15046 -0.4 -0.2 -0.3
H 2.03256 0.08686 -3.16451 0.0 -0.2 -0.2
H -2.01782 1.55418 0.11986 0.1 -0.7 -0.7
H -0.44401 0.77282 2.22796 0.5 0.0 0.3
H -1.28160 -0.12232 -1.56899 0.3 -0.3 0.0
H -0.08143 -0.73511 3.15717 0.1 0.1 0.1
H -3.28274 2.41537 0.49720 0.3 -0.2 -0.2
```
Forces are in eV/Å.

Here are the Löwdin charges for atoms 1 to 4, given in e:
1 O -0.074
2 N -0.002
3 N 0.029
4 C -0.273